C23H26Cl30F3N4O3S | ωB97M-V with the def2-TZVPD basis set

The geometry in XYZ format:
```
90
Properties=species:S:1:pos:R:3:forces:R:3:lowdin_charge:R:1
N 1.991904 -3.531041 2.524145 -0.01 1.00 0.52 0.24
C 1.848155 -2.210396 2.446340 -1.18 2.06 0.65 -0.21
N 0.923449 -1.481656 3.344801 1.19 -1.39 -3.17 0.09
C 0.930827 -0.085662 2.804224 2.73 0.38 -0.52 -0.11
C 1.316778 -0.316699 1.242234 -2.37 2.76 1.41 -0.26
C 1.588852 1.167581 0.704597 0.51 0.63 -0.41 -0.10
C 0.216585 1.940759 0.318638 -0.23 -0.72 0.49 -0.10
C -0.315969 1.535247 -1.131368 2.27 0.14 -2.62 -0.34
O 0.471144 1.551764 -2.108860 -2.77 -0.12 3.71 0.07
N -1.730135 1.081166 -1.348104 1.27 -0.78 1.97 0.04
C -1.759036 -0.229684 -0.616657 0.62 -1.84 1.17 -0.37
C -1.182337 -1.445125 -1.399461 -0.34 -0.88 5.10 -0.15
C -1.165190 -2.811228 -0.624364 -1.18 3.51 1.76 -0.03
C -1.702514 -2.879622 0.847922 -0.02 2.76 -1.61 -0.08
C -2.285112 -1.630381 1.570523 1.18 0.90 -3.30 -0.08
C -2.304476 -0.268538 0.831758 1.79 -3.51 -1.83 -0.06
N 2.479184 -1.243079 1.494491 -2.30 -2.16 0.12 -0.05
S 3.154469 -2.061991 0.129241 2.19 -8.00 -0.30 0.86
O 2.200775 -3.000477 -0.556966 1.12 3.74 1.51 -0.29
O 4.315154 -2.916886 0.611409 -2.84 3.72 -0.52 -0.31
C 3.905769 -0.893512 -1.145892 1.38 1.08 -2.52 -0.44
F 2.884995 -0.508461 -2.024008 2.76 -0.49 2.40 0.10
F 4.601946 0.166408 -0.548878 -2.11 -2.53 -1.59 0.11
F 4.836612 -1.691814 -1.863686 -2.83 2.26 2.19 0.06
H 2.035977 -3.946378 3.470995 -0.64 0.29 -0.88 0.17
H 1.986152 -4.153388 1.704544 0.79 0.64 0.29 0.15
H -0.013076 -1.887382 3.118972 0.70 -0.19 0.60 0.13
H 0.081999 0.630766 3.042540 0.83 -1.58 -0.32 0.15
H 1.911134 0.336895 3.243602 -1.69 -0.13 -0.53 0.14
H 0.399220 -0.832895 0.760449 1.74 0.59 0.25 0.13
H 2.052959 1.764893 1.570682 -0.51 -0.90 -1.30 0.11
H 2.322475 1.229766 -0.174746 -1.22 -0.17 1.21 0.11
H 0.335042 3.077350 0.331822 0.22 -1.67 -0.08 0.08
H -0.530861 1.693541 1.163627 0.89 0.44 -1.59 0.09
H -2.370348 1.754374 -0.884864 0.47 -0.60 -0.19 0.12
H -0.764472 -1.369187 -2.497721 0.09 -0.18 3.80 -0.04
H -0.727061 -3.735030 -1.121073 -0.75 1.39 0.79 0.10
H -1.665307 -3.871767 1.411503 -0.17 1.54 -0.97 0.09
H -2.714579 -1.644379 2.631810 0.72 -0.31 -1.76 0.10
H -2.692770 0.703106 1.288436 0.48 -1.68 -0.63 0.11
C -5.502481 -1.876247 -1.577393 -0.22 0.01 -0.01 -1.47
Cl -4.940572 -3.481945 -2.062123 -0.01 0.16 0.00 0.52
Cl -6.220048 -1.929677 0.039188 0.16 0.05 -0.42 0.50
Cl -4.169662 -0.711510 -1.625858 -1.40 -0.25 -0.30 0.64
H -6.266900 -1.553379 -2.281807 0.14 -0.10 0.13 0.02
C 6.393767 -4.966202 -1.779626 -0.05 0.05 -0.06 -1.53
Cl 7.455468 -6.275299 -1.240846 -0.10 0.07 0.04 0.56
Cl 7.327329 -3.495351 -2.086227 0.00 -0.17 0.04 0.54
Cl 5.498898 -5.447708 -3.227716 0.05 0.05 0.15 0.53
H 5.677062 -4.757966 -0.987212 0.16 -0.02 -0.14 -0.01
C -2.322121 -1.635911 -5.475022 0.00 0.25 -0.41 -1.48
Cl -2.198362 -0.268136 -6.590178 -0.07 -0.15 0.10 0.55
Cl -1.299318 -2.974909 -6.016619 -0.02 0.21 0.10 0.52
Cl -1.878323 -1.142123 -3.829224 -1.26 -0.09 -2.84 0.66
H -3.356358 -1.976018 -5.463620 0.19 0.10 0.05 -0.02
C -5.133989 -5.976168 -5.252515 -0.20 0.03 0.06 -1.52
Cl -4.077699 -4.567168 -5.430769 -0.07 -0.33 -0.07 0.51
Cl -4.664778 -6.928480 -3.836987 -0.01 0.07 -0.13 0.52
Cl -6.826062 -5.474403 -5.131490 0.16 -0.07 -0.04 0.53
H -5.024173 -6.600222 -6.137165 0.00 0.14 0.18 0.02
C -0.924182 6.124838 0.739588 0.00 0.51 0.01 -1.51
Cl -1.735098 4.617735 1.196609 -0.14 0.00 0.00 0.54
Cl -1.724184 7.512125 1.486897 0.04 -0.38 -0.05 0.51
Cl 0.785886 6.068829 1.194339 -0.21 0.02 -0.26 0.49
H -0.987176 6.234900 -0.341705 -0.02 -0.06 0.20 0.01
C -2.150022 10.704998 -1.162313 -0.01 0.14 0.08 -1.53
Cl -1.044975 12.051960 -0.859844 -0.13 -0.16 -0.07 0.53
Cl -1.252726 9.186496 -1.313320 0.03 0.19 -0.30 0.50
Cl -3.356911 10.588803 0.126475 0.06 0.00 -0.13 0.52
H -2.668157 10.891025 -2.100907 0.11 -0.06 0.19 0.02
C 9.919245 -6.541697 -4.099571 0.04 0.00 -0.05 -1.56
Cl 10.982119 -7.850302 -3.562947 -0.12 0.11 0.01 0.52
Cl 10.850376 -5.068369 -4.404771 -0.11 -0.09 0.06 0.52
Cl 9.021622 -7.022089 -5.546712 0.02 0.05 0.15 0.52
H 9.203806 -6.335729 -3.306526 0.15 -0.04 -0.17 -0.06
C 3.350652 5.036042 4.131122 0.07 0.09 0.06 -1.50
Cl 3.821854 6.018447 2.736060 0.00 -0.13 0.11 0.53
Cl 3.306995 6.022126 5.598380 0.04 -0.14 -0.17 0.54
Cl 1.779621 4.268578 3.849157 0.63 -0.65 -0.01 0.44
H 4.094750 4.253755 4.266418 -0.14 0.19 -0.02 0.02
C -0.580149 6.611326 6.072170 -0.11 0.01 -0.05 -1.52
Cl -0.015651 5.210797 6.996092 -0.04 0.09 -0.01 0.51
Cl -0.325639 6.358564 4.339344 -0.39 0.53 0.47 0.46
Cl -2.287094 6.930412 6.410176 0.17 0.00 -0.01 0.54
H -0.001771 7.480345 6.379847 -0.10 -0.19 -0.07 0.02
C -8.347387 -1.114153 3.400215 -0.11 0.12 -0.03 -1.53
Cl -9.349509 -0.743211 1.991058 0.10 -0.07 0.16 0.53
Cl -7.021212 -2.198099 2.952298 -0.15 -0.02 0.35 0.48
Cl -7.717543 0.372223 4.124492 -0.05 -0.15 -0.03 0.52
H -8.967509 -1.618814 4.138388 0.14 0.09 -0.15 0.02
```
Forces are in eV/Å.

Calculated values
Net charge   +1
Gap between HOMO and LUMO   6.46 eV
Electronic energy   -15839.66742 a.u.
LUMO energy   -4.85 eV


C21H22N2O2 | ωB97M-V with the def2-TZVPD basis set

The geometry in XYZ format:
```
47
Properties=species:S:1:pos:R:3:forces:R:3:lowdin_charge:R:1
O 4.490844 2.812778 0.376313 -0.07 -0.13 -0.08 0.14
C 4.146555 1.748067 -0.053541 0.40 0.30 0.29 -0.43
O 3.022779 1.574998 -0.783224 -0.26 0.18 -0.07 0.08
C 2.818008 0.183587 -1.137929 -0.20 -0.47 -0.37 -0.25
N 1.574035 -0.339674 -0.674695 0.25 0.16 -0.04 -0.09
C 0.414317 0.246178 -1.334819 -0.25 -0.11 -0.02 -0.15
C -0.846341 -0.524382 -0.922279 0.10 0.14 -0.28 -0.16
N -1.049103 -0.573556 0.512377 -0.05 0.03 0.16 -0.18
C 0.148032 -1.075531 1.149653 0.30 0.07 0.11 -0.16
C 1.411653 -0.293242 0.773529 -0.15 -0.23 0.20 -0.14
H 2.283488 -0.758796 1.238924 -0.06 0.05 0.05 0.13
H 1.335100 0.744287 1.136026 0.04 -0.05 -0.01 0.13
H 0.013755 -1.063899 2.233040 0.00 -0.03 -0.02 0.12
H 0.277363 -2.113028 0.825778 0.07 -0.01 0.08 0.12
C -1.579409 0.656553 1.071524 0.03 -0.08 -0.05 -0.20
C -3.046081 0.812969 0.796958 -0.06 -0.14 0.00 -0.07
C -3.845737 -0.181233 0.420660 0.43 0.19 0.14 -0.06
C -5.275069 -0.096300 0.158091 -0.52 0.00 -0.09 -0.22
C -6.004246 -1.278938 0.017382 0.16 0.13 0.03 -0.05
C -7.364161 -1.253956 -0.223553 -0.16 -0.02 -0.03 -0.09
C -8.027309 -0.043522 -0.338537 -0.07 -0.07 -0.01 -0.10
C -7.316635 1.138997 -0.212002 -0.04 0.09 0.02 -0.09
C -5.957393 1.114934 0.032960 0.06 -0.08 0.01 -0.04
H -5.418664 2.046386 0.117921 0.06 0.10 -0.01 0.10
H -7.827310 2.086593 -0.307502 -0.03 0.07 -0.01 0.10
H -9.090106 -0.021000 -0.529453 -0.08 0.00 -0.02 0.10
H -7.910302 -2.180886 -0.324693 -0.03 -0.06 -0.01 0.10
H -5.491551 -2.226506 0.106088 0.07 -0.08 0.01 0.11
H -3.409620 -1.165516 0.311543 0.11 -0.08 -0.02 0.11
H -3.425341 1.812506 0.958551 -0.16 0.11 0.00 0.10
H -1.437785 0.624408 2.158365 0.09 0.06 -0.06 0.13
H -1.056949 1.558121 0.710127 -0.01 -0.04 0.10 0.12
H -1.723042 -0.072088 -1.388269 0.01 -0.07 -0.04 0.12
H -0.752912 -1.556152 -1.274290 -0.02 0.03 -0.10 0.13
H 0.552617 0.162975 -2.415003 -0.03 0.05 -0.01 0.13
H 0.313009 1.312522 -1.083529 0.01 -0.03 -0.05 0.12
C 4.015688 -0.513768 -0.559934 0.37 0.50 0.27 -0.12
C 4.374253 -1.845637 -0.584496 -0.03 0.05 -0.01 -0.01
C 5.554687 -2.206545 0.050311 -0.09 -0.08 -0.07 -0.06
C 6.349466 -1.263002 0.690246 0.09 0.07 0.08 -0.07
C 5.985157 0.073254 0.718715 -0.14 0.12 -0.05 0.01
C 4.807396 0.430007 0.084687 -0.27 -0.56 -0.30 -0.08
H 6.587139 0.819398 1.212636 0.08 0.08 0.07 0.12
H 7.262297 -1.578803 1.172467 0.07 -0.03 0.04 0.10
H 5.861763 -3.241807 0.047091 0.04 -0.09 0.00 0.10
H 3.752784 -2.577294 -1.076023 -0.07 -0.12 -0.05 0.12
H 2.816115 0.139410 -2.236565 -0.01 0.07 0.22 0.17
```
Forces are in eV/Å.

Calculated values
Net charge   0
Gap between HOMO and LUMO   8.72 eV
SMILES   O=C1O[C@H](N2CCN(C/C=C/c3ccccc3)CC2)c2ccccc21
Electronic energy   -1073.41918 a.u.
LUMO energy   0.43 eV
Energy relative to the best compared isomer or geometry (same formula, charge and spin)   41.7 kcal/mol


C5H5NO | ωB97M-V with the def2-TZVPD basis set

The geometry in XYZ format:
```
12
Properties=species:S:1:pos:R:3:forces:R:3:lowdin_charge:R:1
C 1.452762 -0.278227 -0.068230 -9.79 1.84 1.21 -0.38
C 0.215369 0.059446 -0.950009 -1.06 0.98 -6.15 -0.29
C 0.384396 0.356866 1.015776 -0.22 0.82 -0.71 -0.16
C -0.774246 -0.585687 0.842776 -2.20 0.88 -3.65 -0.06
C -1.104227 -0.735578 -0.534773 5.60 1.97 4.18 0.03
H 0.109473 0.142562 -2.125848 1.36 0.10 2.10 0.15
H -0.543013 1.956817 -0.380450 2.90 -1.42 0.93 0.17
H 0.527922 0.737286 2.022427 0.47 0.09 -0.14 0.12
H -1.510378 -0.852462 1.537853 -0.22 -0.65 1.78 0.07
H -1.649009 -1.448816 -1.142613 -0.12 0.36 0.28 0.09
N 0.450860 1.398221 -0.218575 -5.51 -1.30 0.34 0.03
O 2.440095 -0.750432 0.001671 8.78 -3.66 -0.18 0.24
```
Forces are in eV/Å.

Calculated values
Net charge   0
Gap between HOMO and LUMO   10.34 eV
Electronic energy   -323.33100 a.u.
LUMO energy   0.75 eV
Energy relative to the best compared isomer or geometry (same formula, charge and spin)   118.4 kcal/mol


C6H10O | ωB97M-V with the def2-TZVPD basis set

The geometry in XYZ format:
```
17
Properties=species:S:1:pos:R:3:forces:R:3:lowdin_charge:R:1
O -0.030113 0.154931 2.391346 -0.59 0.73 0.27 -0.04
C -1.169178 0.540741 2.157950 0.40 0.00 -0.10 -0.36
C -1.861275 0.404741 0.858157 1.29 -0.41 0.39 0.00
C -0.272865 -1.052223 0.095826 -0.60 0.38 -0.10 0.06
C 0.300495 -0.408229 -1.110336 -0.53 -0.10 0.13 -0.34
C 1.226364 0.782928 -0.952313 -0.10 0.19 0.01 -0.12
C 1.793413 -0.507363 -1.431178 0.00 -0.17 0.09 -0.11
H -1.735449 0.998536 3.005933 -0.03 -0.15 -0.34 0.11
H -2.974601 0.602651 0.935224 1.18 -1.05 -0.36 0.08
H -1.430728 0.926999 0.015894 0.09 0.61 0.25 0.04
H -1.030832 -1.803329 -0.003732 0.05 -0.40 -0.41 0.06
H 0.494764 -1.272416 0.851268 -0.91 0.43 0.00 0.09
H -0.363397 -0.385322 -1.967786 0.12 0.07 -0.02 0.13
H 1.108357 1.589427 -1.669662 0.04 -0.11 0.12 0.10
H 1.440410 1.097808 0.065866 -0.03 -0.11 -0.15 0.11
H 2.067729 -0.598562 -2.481174 -0.17 0.01 0.25 0.10
H 2.436904 -1.071318 -0.761283 -0.21 0.08 -0.03 0.10
```
Forces are in eV/Å.

Calculated values
Net charge   0
Gap between HOMO and LUMO   8.50 eV
Electronic energy   -309.69423 a.u.
LUMO energy   0.03 eV
Energy relative to the best compared isomer or geometry (same formula, charge and spin)   93.0 kcal/mol


C3H7NO | ωB97M-V with the def2-TZVPD basis set

The geometry in XYZ format:
```
12
Properties=species:S:1:pos:R:3:forces:R:3:lowdin_charge:R:1
O -4.897915 1.790434 0.298828 -0.28 0.44 0.05 0.00
C -3.715774 1.787590 0.469821 0.50 -1.10 0.08 -0.16
H -3.069360 1.087110 -0.101043 0.01 0.28 -0.11 0.08
H -3.190458 2.343058 1.265144 -0.22 0.37 -0.03 0.08
C 2.046653 -0.002968 -0.569164 -0.58 1.47 -0.30 -0.18
C 1.616324 -2.132078 0.118243 -3.00 1.23 -1.12 -0.08
N 1.154916 -1.176810 -0.609766 2.54 0.27 0.38 -0.08
H 1.665229 0.831276 0.027589 -0.31 -0.43 0.66 0.07
H 2.063684 0.548826 -1.514497 0.11 -0.76 -0.42 0.07
H 3.081418 -0.179665 -0.266045 -0.12 -0.31 0.05 0.07
H 0.931718 -2.965850 -0.049191 0.86 -0.76 1.04 0.06
H 2.313566 -1.930922 0.930086 0.50 -0.71 -0.30 0.08
```
Forces are in eV/Å.

Calculated values
Net charge   0
Gap between HOMO and LUMO   10.95 eV
SMILES   C=NC.C=O
Electronic energy   -248.40985 a.u.
LUMO energy   0.84 eV
Energy relative to the best compared isomer or geometry (same formula, charge and spin)   73.2 kcal/mol


| no. | F_max (eV/A) |
| --- | --- |
| 1 | 8.3 |
| 2 | 0.7 |
| 3 | 10.0 |
| 4 | 1.6 |
| 5 | 3.4 |